A molecular structure, C11H23N5OPdSe3Te. Source: the OMol25 dataset; level of theory: ωB97M-V/def2-TZVPD.

Summary:
LUMO energy (spin up / spin down) ... -5.535 / -7.576 eV
Kohn-Sham gap (spin up / spin down) ... 7.70 / 5.67 eV
⟨S²⟩ ... 6.03
Calculated total energy ... -8381.6185 a.u.
E_HOMO (spin up / spin down) ... -13.2 / -13.2 eV

```
! wB97M-V def2-TZVPD RIJCOSX def2/J DEFGRID3
* xyz 2 5
Pd -9.566 10.745 4.883
Se -11.665 11.347 6.209
Se -11.291 11.770 8.389
Te -9.120 10.547 8.784
Se -7.882 11.349 6.849
N -9.692 15.761 2.992
C -10.495 15.395 4.151
C -10.664 13.872 4.175
N -9.363 13.221 4.266
C -8.487 13.575 3.208
C -8.329 15.117 3.180
H -9.585 16.733 2.941
H -10.121 15.511 2.111
H -11.499 15.797 4.145
H -9.981 15.668 5.009
H -11.262 13.551 3.259
H -11.205 13.578 5.045
H -9.002 13.610 5.150
H -8.860 13.208 2.240
H -7.565 13.135 3.378
H -7.697 15.390 2.348
H -8.000 15.466 4.116
N -10.798 6.827 6.176
C -9.713 7.695 6.086
N -8.703 7.431 6.960
O -9.727 8.627 5.268
H -10.695 6.082 6.789
H -11.517 6.651 5.416
H -8.704 6.621 7.527
H -8.013 8.142 7.082
C -6.617 9.537 3.625
C -7.788 9.496 2.684
C -7.789 8.803 1.352
C -8.998 9.062 0.797
C -9.638 9.956 1.738
C -10.978 10.490 1.537
N -8.880 10.211 2.803
H -6.496 10.594 3.886
H -5.742 9.264 3.004
H -6.646 8.920 4.467
H -7.093 8.071 1.077
H -9.387 8.822 -0.159
H -11.067 10.975 0.575
H -11.411 11.081 2.383
H -11.672 9.673 1.380
*
```

For each atom in turn, the Mulliken charge in e is: Pd 0.9282; Se -0.1074; Se -0.0441; Te 0.1732; Se -0.3421; N -0.0118; C -1.0938; C -0.4784; N 0.3979; C -0.6950; C -0.9432; H 0.3183; H 0.3640; H 0.4662; H 0.4577; H 0.2367; H 0.2521; H 0.2502; H 0.2808; H 0.3777; H 0.4499; H 0.4623; N -0.4464; C 0.5286; N -0.3085; O -0.5504; H 0.1573; H 0.2617; H 0.1873; H 0.1435; C -0.8864; C 0.4867; C -0.7654; C -0.9076; C 0.6133; C -1.2819; N 0.3657; H 0.1289; H 0.4055; H 0.1683; H 0.5265; H 0.5455; H 0.4114; H 0.0621; H 0.4551